Record 1
Formula: C4H7NO2
Source: OMol25
Level of theory: ωB97M-V/def2-TZVPD

Geometry as ORCA input:
```
! wB97M-V def2-TZVPD RIJCOSX def2/J DEFGRID3
* xyz 0 1
H 1.4392 -1.4199 -0.2780
H -1.6261 -1.0280 -0.8129
H -1.8964 0.3962 0.0493
N -1.2217 -0.3579 -0.1686
H -0.5696 -1.9488 1.2014
C -0.3541 -0.9096 0.9290
O 1.8198 0.3183 0.7782
H -0.4375 -0.2592 1.8024
H 0.7428 2.0531 -1.5352
C 0.0027 0.1845 -0.8344
H 2.5525 -0.2061 1.1194
O -1.2654 2.1015 -1.1100
C 0.9173 -0.5315 0.1155
C -0.1581 1.5285 -1.1697
*
```

Results
* energy relative to the best compared isomer or geometry (same formula, charge and spin): 81.31 kcal/mol
* SMILES string: [O-]/C=C1\[NH2+]C[C@@H]1O
* strongest force on any atom: 0.7 eV/Å
* frontier orbital gap: 8.0 eV
* M: 101.105 g/mol

***

Record 2
Formula: C4H7NO2
Source: OMol25
Level of theory: ωB97M-V/def2-TZVPD

Geometry as ORCA input:
```
! wB97M-V def2-TZVPD RIJCOSX def2/J DEFGRID3
* xyz 0 1
H -0.1781 -0.1422 -2.9237
H 1.4401 0.1127 1.4375
O 0.0751 0.9772 0.1513
H 0.1348 1.5077 -2.3015
C 0.4184 0.5072 1.4506
H -1.5662 -0.3640 2.0321
O -0.0049 -1.4631 2.7108
H 1.3746 0.2608 -2.1546
H -0.9154 -1.6689 -1.2262
N -0.7726 -1.0494 -0.4341
C -0.4784 -0.5496 2.0804
H 0.3875 1.4003 2.0843
C -0.2085 0.0308 -0.7767
C 0.2935 0.4406 -2.1302
*
```

Results
* energy relative to the best compared isomer or geometry (same formula, charge and spin): 36.60 kcal/mol
* SMILES string: [H]/N=C(\C)OCC=O
* strongest force on any atom: 0.5 eV/Å
* frontier orbital gap: 10.4 eV
* M: 101.105 g/mol

***

Record 3
Formula: C4H7NO2
Source: OMol25
Level of theory: ωB97M-V/def2-TZVPD

Geometry as ORCA input:
```
! wB97M-V def2-TZVPD RIJCOSX def2/J DEFGRID3
* xyz 0 1
H -1.0323 1.4096 1.3452
N -0.1608 -1.3652 0.0999
C -0.9482 -0.4147 -0.6392
H 0.7145 1.2238 1.5119
C -0.0822 1.5109 0.8182
H 0.0847 2.5716 0.5904
C 1.2393 -1.3697 -0.2126
H 0.2288 1.3075 -1.3390
O 1.5589 -0.2293 -0.7590
O 1.9406 -2.2600 0.2368
H -1.0497 -0.7227 -1.6809
H -1.9278 -0.2793 -0.1776
H -0.5480 -2.1137 0.6585
C -0.0178 0.7311 -0.4525
*
```

Results
* energy relative to the best compared isomer or geometry (same formula, charge and spin): 42.10 kcal/mol
* strongest force on any atom: 3.4 eV/Å
* frontier orbital gap: 9.9 eV
* M: 101.105 g/mol

***

Record 4
Formula: C4H7NO2
Source: OMol25
Level of theory: ωB97M-V/def2-TZVPD

Geometry as ORCA input:
```
! wB97M-V def2-TZVPD RIJCOSX def2/J DEFGRID3
* xyz 0 1
H 0.0450 -0.3750 -2.3294
O -1.0101 0.4626 1.8700
C -0.3059 0.2277 0.9152
C 0.8462 1.1061 0.4627
H 0.6849 1.6155 -1.5071
H 1.2287 -1.1801 -1.3205
C 0.4175 -0.4200 -1.3062
H -0.3681 -1.9096 0.1414
O -2.1444 -1.3915 0.6824
H 0.6198 2.1576 0.6606
N 1.0560 0.8501 -0.9573
C -0.5923 -0.8867 -0.0271
H 1.7226 0.8395 1.0729
H -2.2000 -1.0961 1.6425
*
```

Results
* energy relative to the best compared isomer or geometry (same formula, charge and spin): 107.07 kcal/mol
* strongest force on any atom: 2.2 eV/Å
* frontier orbital gap: 8.9 eV
* M: 101.105 g/mol

***

Record 5
Formula: C4H7NO2
Source: OMol25
Level of theory: ωB97M-V/def2-TZVPD

Geometry as ORCA input:
```
! wB97M-V def2-TZVPD RIJCOSX def2/J DEFGRID3
* xyz 0 1
O -0.4921 0.9163 -0.9500
H 0.5031 -0.8433 1.4712
C -0.3551 -0.6756 0.8097
H -0.3491 -1.0649 -1.3455
N -1.0693 0.5285 1.1451
H 1.8687 0.1735 -1.7533
C 1.5983 -0.3188 -0.8156
O -2.0130 2.3007 -0.0087
H -0.9966 -1.5646 0.8433
H -1.5697 0.6858 2.0023
C 0.0925 -0.3545 -0.6406
H 2.0805 0.2117 0.0119
C -1.2807 1.3498 0.0702
H 1.9826 -1.3446 -0.8401
*
```

Results
* energy relative to the best compared isomer or geometry (same formula, charge and spin): 2.11 kcal/mol
* SMILES string: C[C@H]1CNC(=O)O1
* strongest force on any atom: 0.5 eV/Å
* frontier orbital gap: 10.7 eV
* M: 101.105 g/mol

***

Record 6
Formula: C4H7NO2
Source: OMol25
Level of theory: ωB97M-V/def2-TZVPD

Geometry as ORCA input:
```
! wB97M-V def2-TZVPD RIJCOSX def2/J DEFGRID3
* xyz 0 1
N 1.5379 -0.6550 0.5590
O 1.1721 0.0785 -0.6289
C -0.5901 1.6991 0.0090
H -1.7464 -1.4175 0.8008
C 0.4666 -1.4442 1.0177
H -0.2087 2.5478 -0.5622
O -0.7109 0.2676 -1.8969
H 2.3784 -1.1727 0.3113
H -0.2009 1.7431 1.0219
H -0.2986 -0.4769 -2.3499
H 0.7836 -2.2053 1.7169
H -1.6747 1.7474 0.0248
C -0.1673 0.4174 -0.6567
C -0.7409 -1.1293 0.6331
*
```

Results
* energy relative to the best compared isomer or geometry (same formula, charge and spin): 108.94 kcal/mol
* strongest force on any atom: 4.5 eV/Å
* frontier orbital gap: 9.3 eV
* M: 101.105 g/mol

***

Record 7
Formula: C4H7NO2
Source: OMol25
Level of theory: ωB97M-V/def2-TZVPD

Geometry as ORCA input:
```
! wB97M-V def2-TZVPD RIJCOSX def2/J DEFGRID3
* xyz 0 1
H -2.2518 -0.3464 1.2984
H -0.0132 1.1940 -1.2372
C 2.1210 0.0163 -0.4398
O 3.3220 -0.0473 0.1339
N -0.2754 -1.5667 -0.1749
C -2.1954 -0.2474 0.2222
O 1.3115 0.8779 0.1900
H 3.2156 0.3687 0.9597
C 0.0130 0.8647 -0.2310
H -2.5747 0.5660 -0.2972
H -0.3449 1.6847 0.3644
H 1.0261 -1.7845 -0.4574
C -0.7616 -0.4051 -0.0958
H -2.5922 -1.1748 -0.2352
*
```

Results
* energy relative to the best compared isomer or geometry (same formula, charge and spin): 114.70 kcal/mol
* strongest force on any atom: 5.4 eV/Å
* frontier orbital gap: 9.4 eV
* M: 101.105 g/mol

***

Record 8
Formula: C4H7NO2
Source: OMol25
Level of theory: ωB97M-V/def2-TZVPD

Geometry as ORCA input:
```
! wB97M-V def2-TZVPD RIJCOSX def2/J DEFGRID3
* xyz 0 1
C -0.5205 -0.2666 -0.6472
C 0.0368 1.1396 -0.3922
O 0.6615 -1.0819 -0.7037
O 2.6421 -1.0620 0.3998
C -1.3808 -0.7721 0.4970
H -1.4779 -1.8565 0.4127
H 1.8352 1.4042 0.8342
H 0.2516 1.6795 -1.3217
H -0.6388 1.7445 0.2164
H -2.3791 -0.3248 0.4982
N 1.2377 0.7800 0.3223
C 1.6350 -0.5001 0.0551
H -1.0172 -0.3493 -1.6165
H -0.8856 -0.5344 1.4457
*
```

Results
* energy relative to the best compared isomer or geometry (same formula, charge and spin): 1.35 kcal/mol
* SMILES string: C[C@H]1CNC(=O)O1
* strongest force on any atom: 0.5 eV/Å
* frontier orbital gap: 10.8 eV
* M: 101.105 g/mol

***

Record 9
Formula: C4H7NO2
Source: OMol25
Level of theory: ωB97M-V/def2-TZVPD

Geometry as ORCA input:
```
! wB97M-V def2-TZVPD RIJCOSX def2/J DEFGRID3
* xyz 0 1
H -0.6787 1.1682 2.7587
H -1.0466 -2.5178 0.6900
O -0.8458 1.2433 1.8109
C -0.5477 -1.9497 -0.1274
H 1.5761 -1.2618 -0.1304
C 0.5374 -0.9936 0.0618
H -0.1678 2.3172 -1.1774
H 0.8077 1.0602 -2.0071
H -1.3836 -0.6530 -0.1698
C 0.5018 1.4680 -1.0402
O -0.2396 -2.4949 -1.2199
N 0.1396 0.4367 1.2382
C 0.0839 0.3963 -0.0610
H 1.4146 1.8550 -0.5618
*
```

Results
* energy relative to the best compared isomer or geometry (same formula, charge and spin): 209.12 kcal/mol
* strongest force on any atom: 0.8 eV/Å
* frontier orbital gap (spin up / spin down): 7.7 / 7.7 eV
* M: 101.105 g/mol

***

Record 10
Formula: C4H7NO2
Source: OMol25
Level of theory: ωB97M-V/def2-TZVPD

Geometry as ORCA input:
```
! wB97M-V def2-TZVPD RIJCOSX def2/J DEFGRID3
* xyz 0 1
H 1.1478 -0.6531 -1.6753
O 0.4669 -0.1291 1.5158
C 1.1171 -0.9225 0.5231
H -1.7103 -0.7092 0.0259
C -1.0318 -0.2522 -0.7042
C 0.8692 -0.1050 -0.7541
H 2.1836 -0.9455 0.7608
O 1.1304 1.1309 -0.6658
C -0.2601 0.7819 0.9339
H -0.9258 -1.0086 -1.4975
H -1.3877 2.3453 0.6555
H -1.4771 0.6310 -1.1662
N -0.8997 1.7481 1.3050
H 0.6883 -1.9281 0.5234
*
```

Results
* energy relative to the best compared isomer or geometry (same formula, charge and spin): 129.07 kcal/mol
* strongest force on any atom: 0.6 eV/Å
* frontier orbital gap: 8.9 eV
* M: 101.105 g/mol

***

Record 11
Formula: C4H7NO2
Source: OMol25
Level of theory: ωB97M-V/def2-TZVPD

Geometry as ORCA input:
```
! wB97M-V def2-TZVPD RIJCOSX def2/J DEFGRID3
* xyz 0 1
C 0.1257 -0.0010 1.0658
H 1.2198 1.7450 1.6798
O -2.5267 -0.8205 -2.5036
H 1.3010 -0.6037 -0.6211
O -0.8673 -0.4548 1.5877
C 1.2300 0.6626 1.8536
H -1.1905 -1.5484 -0.5258
C -1.5067 -0.3158 -2.0896
H 0.4197 0.8955 -0.8723
N -0.7520 -0.8162 -1.0707
C 0.3317 -0.1127 -0.4448
H 1.0751 0.4732 2.9172
H 2.2127 0.2886 1.5465
H -1.0724 0.6083 -2.5227
*
```

Results
* energy relative to the best compared isomer or geometry (same formula, charge and spin): 14.79 kcal/mol
* SMILES string: CC(=O)CNC=O
* strongest force on any atom: 0.5 eV/Å
* frontier orbital gap: 10.5 eV
* M: 101.105 g/mol

***

Record 12
Formula: C4H7NO2
Source: OMol25
Level of theory: ωB97M-V/def2-TZVPD

Geometry as ORCA input:
```
! wB97M-V def2-TZVPD RIJCOSX def2/J DEFGRID3
* xyz 0 1
H 1.7817 1.7667 0.3667
H 1.3982 0.9412 1.8734
O -0.7793 -1.4310 2.0501
N 0.3271 -1.5373 -1.2779
C 1.0702 1.0750 0.8349
H 0.1939 -2.5281 -1.4908
H -1.2072 -1.2120 -2.6684
H 1.0736 0.1131 0.3125
C -0.9852 -2.2518 1.2918
C -0.4763 -0.8222 -1.9500
C -0.3003 1.6899 0.8313
H -0.4701 0.2577 -1.8017
H -0.3751 2.6840 1.3240
O -1.2857 1.1892 0.3387
*
```

Results
* energy relative to the best compared isomer or geometry (same formula, charge and spin): 53.15 kcal/mol
* strongest force on any atom: 1.4 eV/Å
* frontier orbital gap: 11.0 eV
* M: 101.105 g/mol